ORCA calculation (ωB97M-V/def2-TZVPD) on a gas-phase ion, C2H6ClN5OP (charge +1).

Cartesian coordinates (Å):
N -1.863 0.879 -2.367
C -1.109 0.533 -1.286
N -1.175 1.069 -0.071
C -0.290 0.408 0.667
N 0.006 0.684 1.969
N 0.322 -0.564 -0.057
P 1.585 -1.824 0.289
O 1.298 -2.045 1.837
Cl 3.182 -0.554 0.340
N -0.211 -0.454 -1.308
H -2.532 1.590 -2.089
H -1.323 1.230 -3.151
H -0.681 0.502 2.680
H 0.891 1.099 2.198
H 1.843 -1.506 2.430
H 0.057 -1.048 -2.080

Output
SMILES: Nc1nc(N)n(P(O)Cl)[nH+]1
Relative energy (zero: lowest compared OMol25 entry of this formula, charge and spin) (kJ/mol): 0.0
M (g mol⁻¹): 182.53
Total charge: +1
Calculated total energy (Ha): -1230.2058
Gap between HOMO and LUMO (eV): 10.500
E_HOMO (eV): -14.195